Record 1
28
Properties=species:S:1:pos:R:3:forces:R:3:nbo_charge:R:1 method="wB97M-V/def2-TZVPD" e_lumo_ev=-4.092 homo_ev=-11.720 charge=+1 homo_lumo_gap_ev=7.628
C 3.44593 -0.81460 -1.28752 -0.784 -0.385 -1.487 -0.394
C 3.69097 0.23239 -0.45954 -0.886 -0.526 0.593 0.099
C 2.50243 0.49485 0.40485 1.062 -0.721 -1.552 0.383
C 1.43152 -0.29791 0.03992 -1.212 -0.497 -0.545 -0.685
C -1.80602 -0.01562 -1.14241 -2.482 0.288 -2.681 0.319
C -0.95053 0.83303 -2.03739 -1.046 0.453 1.559 -0.722
C -4.66219 -0.12888 1.12413 0.182 -0.071 -1.366 -0.369
C -3.80047 -1.12206 1.18592 -0.488 -0.511 3.689 -0.408
N 4.81229 1.01597 -0.37153 -3.265 3.917 2.795 -0.783
N -1.55027 -0.41762 0.02038 0.810 -0.962 -0.182 -0.711
O -0.20198 1.07360 1.44997 0.227 0.431 0.654 -0.885
O -0.19791 -1.42279 1.69014 3.447 1.832 -0.681 -0.875
O 2.63648 1.38429 1.35089 -2.274 0.569 1.977 -0.626
S 1.80739 -1.40341 -1.28705 0.178 0.408 1.199 0.431
S -0.15033 -0.16525 0.75574 0.787 -0.979 1.362 2.273
H 3.96221 -1.23529 -2.16749 0.356 0.571 0.944 0.267
H -2.83219 -0.34289 -1.55960 1.426 0.565 0.926 0.226
H -0.59614 1.59192 -1.30562 0.367 -0.108 -0.888 0.248
H -0.15917 0.13354 -2.28606 0.479 0.491 -0.878 0.267
H -1.53608 1.34320 -2.83981 0.770 -0.849 0.467 0.274
H -4.85073 0.54165 1.91619 -0.121 0.465 0.922 0.207
H -0.90030 -1.97785 1.92678 -2.534 -0.811 0.132 0.554
H -5.16505 0.10264 0.19910 -0.208 0.019 -0.222 0.190
H -3.66179 -1.87488 0.46564 0.181 -0.555 -1.075 0.192
H -3.43015 -1.39407 2.24260 -0.123 0.486 -1.738 0.187
H 5.69401 0.65632 -0.37310 2.617 -1.487 -0.201 0.401
H 4.69760 1.77179 0.42689 0.507 -2.132 -2.292 0.406
H 1.77048 1.43793 1.91796 2.027 0.102 -1.431 0.534

=====

Record 2
54
Properties=species:S:1:pos:R:3:forces:R:3:nbo_charge:R:1 method="wB97M-V/def2-TZVPD" e_lumo_ev=-0.469 homo_ev=-10.638 homo_lumo_gap_ev=10.169
O -3.45300 1.33094 -3.98843 -0.103 -0.155 0.166 -0.968
H -2.92178 0.52066 -3.87001 -0.009 0.664 -0.053 0.479
H -3.82602 1.32031 -4.87003 -0.064 -0.065 -0.152 0.465
O 2.52623 -3.42122 -3.36757 0.142 0.070 0.049 -0.963
H 1.86313 -3.48045 -2.66864 -0.046 -0.148 0.029 0.486
H 3.34822 -3.65482 -2.91847 -0.164 0.024 -0.005 0.474
O 3.45364 -3.88850 -0.15771 0.097 -0.726 -0.136 -0.964
H 2.56078 -3.79452 0.19248 0.230 0.420 -0.102 0.473
H 3.86437 -3.02176 -0.13926 -0.404 0.386 0.151 0.489
O -0.30758 0.61509 1.20480 -1.247 0.251 0.873 -1.029
H 0.15643 1.33134 0.75233 0.362 -1.181 -0.015 0.500
H 0.10079 -0.26745 1.19254 0.156 0.914 -0.244 0.501
O -2.45371 -0.76722 -0.51743 -0.642 -0.103 -0.500 -0.943
H -3.18644 -0.40448 -1.03814 0.148 0.149 -0.207 0.478
H -2.89346 -1.53827 -0.14747 0.182 -0.242 0.352 0.481
O 4.40255 1.53366 1.24366 0.426 0.695 0.318 -0.941
H 4.02172 2.40055 1.02924 -0.034 -0.505 0.243 0.477
H 4.99396 1.36599 0.50990 0.151 -0.200 -0.171 0.467
O -1.49192 -0.20782 -3.09971 -1.013 1.030 -0.719 -1.014
H -0.69521 -0.06857 -3.62294 0.146 -0.941 0.734 0.513
H -1.60761 -0.89889 -2.44468 1.181 -0.319 0.111 0.523
O 2.81880 -0.96872 0.61394 0.439 -0.870 -0.369 -0.952
H 1.86410 -1.06400 0.66924 0.229 -0.036 -0.077 0.475
H 3.11185 -1.14992 1.51031 0.046 0.358 0.220 0.472
O 3.59211 -0.15840 3.67506 0.993 -0.372 -0.431 -0.939
H 4.15082 -0.94540 3.60337 -0.342 -0.243 0.419 0.451
H 4.22544 0.46828 3.28300 -0.696 0.456 -0.112 0.491
O -4.76472 3.54784 2.21353 0.052 -0.248 -1.215 -0.931
H -4.11620 3.43995 1.49721 0.682 0.185 0.702 0.475
H -5.47069 3.13981 1.69998 -0.753 0.003 0.616 0.455
O -3.28077 -2.37919 -3.68670 0.255 -0.495 0.908 -0.978
H -3.91807 -2.84760 -4.23213 0.107 0.582 -0.296 0.486
H -3.02363 -1.51164 -4.00956 -0.314 -0.227 -0.532 0.486
O -2.63325 1.83302 0.88987 -0.551 -0.086 0.368 -0.993
H -2.63142 1.12098 0.22658 0.268 0.168 0.555 0.493
H -1.96293 1.52813 1.53727 -0.282 -0.084 -0.572 0.516
O 0.01107 0.68209 4.41524 0.028 -0.221 1.259 -0.959
H 0.12108 0.49467 3.49281 -0.167 0.375 -0.996 0.482
H -0.69235 1.32827 4.53195 0.103 -0.085 -0.383 0.473
O -1.07036 3.29521 -0.60601 -0.014 0.241 0.257 -1.011
H -1.20730 2.74896 -1.39402 -0.115 0.168 0.360 0.477
H -1.82286 3.09444 0.01432 0.716 -0.292 -0.816 0.503
O 0.50055 -1.82486 1.82059 -0.776 -1.947 2.391 -0.952
H 0.77467 -1.84064 2.76432 0.986 1.204 -0.525 0.496
H -0.15762 -2.51262 2.05456 -0.327 0.236 -1.531 0.486
O 0.77158 4.33224 1.85924 0.784 -1.250 1.334 -0.997
H 0.97570 5.26312 1.77310 -0.768 -0.148 -0.990 0.494
H 0.21010 3.83691 1.25264 -0.095 1.399 -0.552 0.502
O 1.96297 1.32730 0.15002 -0.502 1.611 -1.205 -0.919
H 2.02734 1.17105 -0.80542 0.234 -0.427 0.260 0.470
H 1.61336 2.23776 0.12624 0.281 -0.014 0.263 0.460
O 0.14625 -4.10013 -1.50180 1.356 0.312 0.002 -0.976
H 0.09954 -4.89360 -0.95892 -0.736 0.240 -0.287 0.490
H -0.68021 -3.69785 -1.75429 -0.617 -0.511 0.253 0.491

=====

Record 3
86
Properties=species:S:1:pos:R:3:forces:R:3:mulliken_charge:R:1 method="wB97M-V/def2-TZVPD" e_lumo_ev=2.754 homo_ev=-3.599 charge=-1 homo_lumo_gap_ev=6.353
Lu 0.54351 1.00114 -0.90459 -0.466 0.847 2.132 0.649
Cl -0.74853 -0.55823 0.50339 -1.039 -0.982 0.659 -0.523
N 1.86495 -0.32848 1.36120 1.989 -1.395 -0.798 0.779
N -1.53855 0.94722 -1.86286 -0.067 -1.751 -2.056 0.062
C 2.99543 -0.88043 1.02780 -2.372 1.306 0.536 0.334
C -1.61582 0.25437 -2.96350 0.718 1.273 2.458 0.978
C 1.72231 -0.47914 2.83471 0.198 0.411 -0.473 1.663
C 3.19271 -0.63277 3.23199 0.360 0.339 -0.021 -0.891
C 0.94734 -1.72729 3.23083 -0.186 -0.403 -0.149 -1.541
C 1.02878 0.73694 3.41106 0.268 0.233 0.503 -1.911
H 1.50678 -2.63523 2.96782 -0.160 0.092 -0.069 0.368
H -0.03587 -1.74688 2.75028 0.252 -0.012 0.030 0.181
H 0.81041 -1.72387 4.32095 0.050 -0.011 -0.144 0.472
H 1.59072 1.63649 3.15386 -0.197 -0.030 0.016 0.133
H 1.00293 0.64703 4.50378 -0.058 0.037 0.003 0.591
H 0.00196 0.83603 3.03741 0.372 -0.080 -0.049 0.215
C -2.87772 1.37437 -1.43137 0.343 0.144 0.401 1.816
C -3.71504 0.99841 -2.65736 0.002 0.065 -0.749 -0.807
C -2.78249 2.84836 -1.06688 -0.468 0.462 -0.019 -1.377
C -3.38315 0.62336 -0.20529 -0.186 -0.200 0.250 -2.289
H -3.33608 -0.45813 -0.36802 0.004 0.165 0.151 0.508
H -4.42713 0.91200 -0.02974 0.021 0.050 -0.114 0.519
H -2.79842 0.87078 0.68918 -0.240 -0.143 -0.377 0.268
H -2.45733 3.42802 -1.93991 -0.060 0.044 0.270 0.505
H -2.02687 2.98749 -0.27561 -0.288 -0.184 -0.492 -0.256
H -3.73134 3.23328 -0.67110 -0.107 -0.122 -0.260 0.506
O -2.81694 0.18358 -3.51841 -1.189 0.037 -0.203 -0.474
H -4.01432 1.88294 -3.23512 0.092 -0.255 -0.034 0.340
H -4.60101 0.39254 -2.42635 0.351 0.098 -0.084 0.337
O 3.85156 -1.13164 2.02894 0.397 -0.635 0.765 -0.471
H 3.38792 -1.35004 4.03616 -0.056 0.176 -0.141 0.326
H 3.62886 0.34977 3.46306 0.058 -0.220 0.021 0.359
C 3.37047 -1.26002 -0.37693 0.169 0.401 0.399 -1.781
C -0.38735 -0.40868 -3.56852 -0.315 0.200 0.029 -2.577
C 0.35133 -1.40081 -2.64468 -0.509 -1.979 0.374 1.250
H 0.29814 0.42556 -3.83676 -0.262 -0.549 0.084 0.310
H -0.69822 -0.89516 -4.49651 0.138 0.100 0.033 0.565
C 1.34879 -0.99577 -1.78430 0.618 2.771 -1.982 0.322
C 2.17681 -1.83679 -1.11609 -0.203 -1.934 0.315 0.108
H -0.23532 2.91139 -0.91885 0.302 0.216 -1.382 -0.112
C 1.82423 -3.21102 -1.06165 0.371 0.999 -0.055 1.295
C 0.72051 -3.65626 -1.79555 0.051 0.614 -0.200 -1.376
C 2.55839 -4.13804 -0.15710 0.174 -0.485 0.259 -1.721
C -0.00790 -2.77610 -2.60280 0.126 1.059 -0.435 1.334
H 0.43556 -4.70867 -1.76843 0.034 0.167 0.071 0.198
C -1.18901 -3.23549 -3.39279 -0.187 -0.451 -0.006 -1.799
H -1.24954 -4.32239 -3.31609 -0.295 -0.010 -0.150 0.427
H -1.12824 -2.95750 -4.45118 0.051 -0.116 0.104 0.315
H -2.11247 -2.78994 -3.00193 0.069 -0.147 -0.044 0.224
H 3.65060 -4.03396 -0.22175 -0.253 -0.077 -0.072 0.294
H 2.27979 -5.16609 -0.40659 0.176 -0.026 0.233 0.458
H 2.28916 -3.94269 0.89327 0.037 -0.096 -0.230 0.167
H 4.21044 -1.96197 -0.32954 -0.048 0.205 -0.038 0.449
H 3.70519 -0.31552 -0.85755 -0.165 -0.658 0.012 0.300
C -1.24272 4.51772 5.64612 -0.095 -0.060 0.264 -1.578
C -1.65564 4.84178 4.23431 0.288 0.167 -0.389 0.900
C -3.00085 5.02520 3.94665 -0.455 0.063 -0.022 -0.918
C -3.43473 5.31350 2.65282 0.361 -0.033 0.029 -0.889
C -2.50502 5.41488 1.62640 0.251 -0.043 0.100 -0.673
C -1.13389 5.19909 1.88697 -0.174 -0.097 0.469 -0.003
N -0.25817 5.17343 0.82132 -0.437 0.561 -0.581 0.116
C 1.13179 5.41032 0.82273 1.140 0.027 -0.002 -0.793
C 1.66027 6.70443 0.95635 -0.179 -0.511 -0.170 -0.532
C 3.03929 6.89497 0.85710 0.182 0.163 0.005 -0.543
C 3.90561 5.82911 0.56454 -0.190 0.472 0.152 -0.713
C 3.39094 4.55125 0.43051 0.458 0.419 -0.007 -0.356
C 2.04479 4.35095 0.62521 -1.190 0.302 -0.341 0.586
C 1.56703 2.96423 0.45476 -0.700 -2.217 -0.344 0.747
O 2.22637 2.28762 -0.47577 -0.506 1.117 1.793 -1.039
O 0.59822 2.46251 1.11811 2.555 0.786 -1.155 -0.310
C -0.70125 4.93860 3.21369 -0.576 0.058 -0.319 1.109
C 0.73976 4.67588 3.48967 0.631 -0.256 0.342 -0.811
H -0.77443 3.52746 5.72945 -0.063 0.207 -0.084 0.271
H -0.53847 5.25359 6.05363 -0.083 -0.123 -0.099 0.363
H -2.12636 4.51427 6.28897 0.078 -0.003 -0.001 0.371
H -3.71188 4.93774 4.76399 -0.048 0.021 -0.157 0.281
H -4.49230 5.45992 2.44508 0.159 -0.015 0.045 0.388
H -2.80814 5.65660 0.60352 0.040 -0.142 0.317 0.471
H -0.66680 5.04221 -0.10565 0.302 -0.312 0.526 0.323
H 0.96134 7.53386 1.11140 0.369 -0.252 -0.018 0.425
H 3.43461 7.90822 0.98639 -0.056 -0.384 -0.114 0.350
H 4.96945 5.99356 0.42127 -0.122 0.132 0.079 0.401
H 3.99381 3.69204 0.13624 -0.080 0.306 0.213 0.454
H 1.08493 3.84136 2.86449 -0.087 0.301 0.225 -0.131
H 1.36952 5.55381 3.28510 -0.114 -0.314 0.133 0.257
H 0.90710 4.38311 4.53047 -0.075 0.098 -0.168 0.460

=====

Record 4
10
Properties=species:S:1:pos:R:3:forces:R:3:nbo_charge:R:1 method="wB97M-V/def2-TZVPD" e_lumo_ev="3.863 / 3.831" homo_ev="0.476 / -2.894" spin_multiplicity=2 charge=-1 homo_lumo_gap_ev="3.387 / 6.725"
C 0.63540 -0.74673 1.83709 -0.396 -0.061 0.293 0.543
N 0.27608 0.58267 1.68184 0.393 0.677 -0.494 -0.909
O 1.19476 -1.43052 1.02621 0.561 -0.007 -0.036 -0.550
H 0.45419 -1.13189 2.85895 -0.419 -0.059 -0.090 0.077
H 0.73003 0.99554 0.87118 -0.115 -0.252 -0.342 0.375
H -0.70614 0.82333 1.58005 0.006 -0.349 0.508 0.393
O -0.80229 -0.00024 -2.26425 -0.021 -0.060 -0.091 -0.774
C -1.05507 1.25397 -2.23285 0.040 0.114 0.301 -0.252
H -0.63519 1.96631 -2.96526 -0.005 -0.047 0.051 0.056
H -1.78315 1.67648 -1.51540 -0.043 0.044 -0.101 0.040